1.
The following is a quantum chemistry calculation of an isolated molecule of C5H8O at a distorted geometry, from the Open Molecules 2025 dataset.

ORCA input file:
```
! RIJCOSX wB97M-V def2-TZVPD def2/J DEFGRID3
* xyz 0 1
C 0.828 -1.140 -0.401
C -1.492 -0.245 -0.406
C -1.115 0.733 0.460
O -0.407 0.430 1.629
C 0.650 0.932 0.841
C 1.427 0.104 0.076
H 1.329 -1.779 -1.119
H 0.244 -1.715 0.330
H -1.918 0.027 -1.360
H -1.710 -1.241 -0.042
H -1.493 1.749 0.411
H 0.908 1.962 1.045
H 0.425 -0.267 -1.046
H 2.325 0.449 -0.417
*
```

Computed properties:
**Energy above the lowest of the compared OMol25 structures with the same formula, charge and spin**: 114.18 kcal per mole
**HOMO energy**: -0.29715 hartree

Mulliken atomic charge list, values in e, 5 entries: C -0.85; C -1.11; C 0.15; O -0.38; C -0.17

2.
The following is a quantum chemistry calculation of a structure of composition C34H44FeN6OPSe2 at a distorted geometry, from the Open Molecules 2025 dataset.

ORCA input file:
```
! RIJCOSX wB97M-V def2-TZVPD def2/J DEFGRID3
* xyz 0 2
Fe -0.825 -0.424 -0.207
C 1.893 -2.991 0.683
C 2.495 -1.615 0.388
C 2.931 -1.569 -1.077
P 1.281 -0.261 0.740
C 1.269 -0.059 2.599
C 2.449 -0.708 3.325
C 1.138 1.399 3.047
C 2.000 1.270 0.082
C 3.218 1.817 0.481
C 3.653 3.047 0.014
C 4.980 3.624 0.418
C 2.806 3.748 -0.854
C 1.619 3.218 -1.298
C 1.203 1.937 -0.872
N 0.012 1.373 -1.322
C -0.338 1.671 -2.618
C 0.637 1.693 -3.671
C 2.020 1.117 -3.527
C 0.277 2.178 -4.911
C -1.019 2.597 -5.190
C -1.395 3.126 -6.541
C -1.985 2.454 -4.194
C -1.692 1.983 -2.932
C -2.823 1.888 -1.952
H 2.637 -3.764 0.481
H 1.032 -3.165 0.035
H 1.560 -3.096 1.717
H 3.363 -1.445 1.030
H 2.065 -1.601 -1.738
H 3.548 -2.442 -1.301
H 3.511 -0.674 -1.303
H 0.359 -0.583 2.896
H 3.396 -0.234 3.057
H 2.536 -1.776 3.129
H 2.317 -0.581 4.403
H 2.082 1.933 2.933
H 0.862 1.424 4.104
H 0.382 1.950 2.488
H 3.844 1.261 1.171
H 5.487 2.979 1.135
H 4.859 4.608 0.874
H 5.634 3.746 -0.447
H 3.099 4.735 -1.195
H 0.990 3.778 -1.978
H 2.045 0.345 -2.769
H 2.764 1.872 -3.265
H 2.312 0.663 -4.472
H 1.024 2.192 -5.697
H -0.513 3.301 -7.156
H -1.945 4.064 -6.453
H -2.039 2.417 -7.066
H -3.015 2.715 -4.412
H -3.740 1.623 -2.476
H -2.989 2.843 -1.445
H -2.663 1.131 -1.189
Se 0.032 -1.953 -4.620
C -0.242 -1.667 -2.899
N -0.428 -1.480 -1.763
N -1.056 -1.982 1.504
C -1.634 -2.915 1.875
N -2.331 -3.965 2.242
C -2.860 -4.087 3.601
C -1.971 -5.037 4.388
O -1.844 -6.280 3.722
C -1.273 -6.137 2.430
C -2.140 -5.249 1.556
H -3.870 -4.494 3.523
H -2.910 -3.103 4.063
H -2.405 -5.247 5.365
H -0.979 -4.586 4.530
H -1.193 -7.138 2.008
H -0.266 -5.706 2.514
H -3.128 -5.694 1.424
H -1.700 -5.072 0.576
Se -3.288 -1.310 -0.331
C -4.043 -1.085 -1.986
N -4.538 -0.950 -3.023
C -2.933 2.806 2.886
C -3.123 1.444 3.029
C -2.496 0.584 2.145
N -1.702 0.999 1.152
C -1.526 2.319 1.025
C -2.120 3.250 1.860
H -3.409 3.507 3.560
H -3.760 1.043 3.805
H -2.633 -0.481 2.233
H -0.897 2.631 0.211
H -1.942 4.304 1.696
*
```

Computed properties:
**⟨S²⟩**: 0.913
**HOMO energy (alpha / beta)**: -0.24440 / -0.24176 hartree

Mulliken atomic charge list, values in e, 5 entries: Fe -0.54; C -1.71; C 0.47; C -1.44; P 1.95

3.
The following is a quantum chemistry calculation of a structure of composition C14H20N2O4 at a distorted geometry, from the Open Molecules 2025 dataset.

ORCA input file:
```
! RIJCOSX wB97M-V def2-TZVPD def2/J DEFGRID3
* xyz 0 1
C 1.614 1.455 -1.512
C 1.832 1.364 0.008
C 2.156 0.304 -2.521
C 1.127 -0.784 -2.302
C 2.075 0.870 -4.108
C 0.688 0.659 2.093
C 1.446 -0.799 2.206
C -0.683 0.572 2.944
C -1.737 -0.342 2.068
C -1.998 -1.589 2.239
C -2.527 0.410 1.141
C -3.036 -2.323 1.584
C -3.387 -0.342 0.250
C -3.616 -1.702 0.446
H 3.652 1.743 -2.817
H 2.709 3.180 -0.637
H 0.615 1.499 -1.785
H 3.132 -0.232 -2.202
H 1.270 -1.625 -3.214
H -0.009 -0.307 -2.206
H 1.343 -1.365 -1.358
H 1.102 1.568 -3.969
H 3.250 1.320 -4.221
H 1.542 -0.278 -4.650
H -0.453 0.956 0.237
H 1.608 1.327 2.371
H -1.418 1.468 3.119
H -0.626 0.151 4.072
H -1.151 -2.048 2.950
H -2.528 1.574 1.041
H -3.243 -3.439 1.604
H -4.097 0.418 -0.143
H -5.065 -2.266 -0.785
H 0.044 -0.875 4.340
N 2.376 2.599 -2.162
N 0.603 1.055 0.668
O 2.878 1.288 0.631
O 1.828 -1.310 1.120
O -4.366 -2.653 -0.124
O 1.048 -1.503 3.582
*
```

Computed properties:
**Energy above the lowest of the compared OMol25 structures with the same formula, charge and spin**: 446.03 kcal per mole
**HOMO energy**: -0.33704 hartree

Mulliken atomic charge list, values in e, 5 entries: C 1.15; C -0.63; C -0.67; C -0.85; C -0.42

4.
The following is a quantum chemistry calculation of a structure of composition C34H39CrN5O4P2 at a distorted geometry, from the Open Molecules 2025 dataset.

ORCA input file:
```
! RIJCOSX wB97M-V def2-TZVPD def2/J DEFGRID3
* xyz 0 5
Cr 3.024 1.243 -0.250
C -0.320 -1.779 2.174
C 1.005 -1.897 2.275
C 1.915 -2.951 1.722
C 2.402 -2.842 0.267
C 1.371 -2.694 -0.811
C 0.063 -2.895 -0.735
C -0.645 -3.600 0.376
C -1.273 -2.665 1.428
C 2.712 1.194 -2.333
H -0.815 -0.941 2.681
H 1.556 -1.070 2.742
H 1.458 -3.932 1.868
H 2.826 -2.901 2.344
H 3.159 -2.040 0.192
H 2.962 -3.762 0.030
H 1.768 -2.190 -1.710
H -0.617 -2.463 -1.489
H 0.019 -4.338 0.839
H -1.480 -4.136 -0.105
H -2.010 -2.019 0.924
H -1.824 -3.292 2.150
H 1.643 1.110 -2.579
H 3.235 0.308 -2.720
H 3.102 2.105 -2.813
P 5.438 -4.320 -1.018
P 5.299 -3.928 2.561
N 4.805 -5.634 -2.047
N 7.009 -4.325 -1.930
N 4.600 -5.463 3.200
N 6.332 -3.716 4.003
C 6.006 -5.512 0.292
C 6.583 -4.781 1.525
C 3.984 -5.361 -3.146
C 3.833 -6.522 -3.900
C 4.601 -7.548 -3.264
C 5.197 -6.973 -2.143
C 7.540 -3.153 -2.472
C 8.806 -3.421 -2.982
C 9.063 -4.814 -2.774
C 7.942 -5.346 -2.142
C 3.233 -5.566 3.494
C 2.897 -6.902 3.666
C 4.096 -7.658 3.504
C 5.123 -6.760 3.242
C 6.767 -4.584 5.017
C 7.795 -3.971 5.730
C 8.016 -2.684 5.132
C 7.120 -2.556 4.081
H 6.777 -6.210 -0.078
H 5.145 -6.142 0.570
H 7.185 -5.481 2.128
H 7.268 -3.975 1.205
H 3.568 -4.372 -3.259
H 3.246 -6.619 -4.802
H 4.714 -8.578 -3.576
H 5.831 -7.429 -1.399
H 6.960 -2.242 -2.433
H 9.471 -2.706 -3.446
H 9.958 -5.361 -3.044
H 7.756 -6.361 -1.826
H 2.629 -4.673 3.582
H 1.909 -7.287 3.879
H 4.187 -8.734 3.561
H 6.172 -6.958 3.096
H 6.308 -5.549 5.172
H 8.332 -4.392 6.569
H 8.748 -1.952 5.438
H 6.951 -1.753 3.383
O -0.508 0.238 -0.785
C -0.219 1.242 -0.107
O 0.964 1.619 0.284
C -1.367 2.154 0.314
C -1.110 3.397 0.927
C -2.124 4.323 1.188
C -3.459 3.999 0.866
C -3.762 2.717 0.357
C -2.727 1.822 0.085
N -4.481 4.992 0.940
O -4.176 6.150 1.313
O -5.643 4.671 0.609
H -0.086 3.666 1.186
H -1.907 5.296 1.633
H -4.805 2.473 0.164
H -2.984 0.857 -0.343
*
```

Computed properties:
**Energy above the lowest of the compared OMol25 structures with the same formula, charge and spin**: 0.00 kcal per mole
**⟨S²⟩**: 6.101
**HOMO energy (alpha / beta)**: -0.30846 / -0.30846 hartree

Mulliken atomic charge list, values in e, 5 entries: Cr 0.74; C -0.98; C -0.37; C -0.23; C 1.07

5.
The following is a quantum chemistry calculation of a structure of composition C36H39IN6O2PS2Yb at a distorted geometry, from the Open Molecules 2025 dataset.

ORCA input file:
```
! RIJCOSX wB97M-V def2-TZVPD def2/J DEFGRID3
* xyz 2 2
Yb -0.702 -0.515 -1.492
C 1.767 -1.581 3.009
C 0.944 -0.463 3.064
C 0.779 0.332 1.943
C 1.440 0.028 0.746
C 2.249 -1.111 0.695
C 2.412 -1.902 1.824
P 1.261 1.246 -0.647
C 2.358 2.597 -0.120
C 2.099 3.880 -0.598
C 2.989 4.912 -0.333
C 4.133 4.663 0.412
C 4.389 3.385 0.893
C 3.505 2.349 0.629
C 2.197 0.362 -1.955
C 3.499 0.634 -2.353
C 4.082 -0.164 -3.327
C 3.363 -1.211 -3.885
C 2.051 -1.450 -3.494
C 1.404 -0.663 -2.532
H 1.928 -2.187 3.892
H 0.449 -0.201 3.991
H 0.175 1.230 1.994
H 2.794 -1.346 -0.211
H 3.075 -2.757 1.789
H 1.204 4.063 -1.181
H 2.799 5.903 -0.723
H 4.832 5.464 0.612
H 5.287 3.190 1.462
H 3.713 1.353 0.997
H 4.058 1.449 -1.911
H 5.103 0.018 -3.636
H 3.826 -1.847 -4.629
H 1.524 -2.278 -3.961
N -3.486 0.918 1.737
C -3.075 0.953 0.486
O -2.218 0.143 0.054
C -3.759 1.873 -0.495
I -4.709 3.606 0.328
H -3.016 0.324 2.398
H -4.139 1.609 2.074
H -4.539 1.321 -1.019
H -3.023 2.223 -1.213
N -1.578 -2.661 -2.143
S -1.734 -4.097 -1.379
C -0.084 -4.788 -1.128
C 0.040 -6.157 -0.943
C 1.304 -6.693 -0.751
C 2.423 -5.872 -0.773
C 2.284 -4.504 -0.971
C 1.024 -3.959 -1.153
C -2.144 -3.579 0.293
C -1.298 -3.744 1.380
C -1.762 -3.420 2.649
C -3.060 -2.971 2.825
C -3.903 -2.815 1.731
C -3.444 -3.111 0.462
H -1.662 -2.875 -3.135
H -0.834 -6.797 -0.942
H 1.416 -7.758 -0.604
H 3.411 -6.291 -0.641
H 3.152 -3.858 -1.003
H 0.903 -2.896 -1.323
H -0.309 -4.162 1.260
H -1.111 -3.556 3.501
H -3.424 -2.768 3.826
H -4.925 -2.490 1.867
H -4.110 -3.039 -0.390
N -3.415 0.754 -4.850
C -3.120 0.166 -3.690
N -4.018 -0.702 -3.167
O -2.058 0.444 -3.079
H -4.284 0.603 -5.330
H -2.768 1.418 -5.242
H -4.783 -1.048 -3.722
H -3.679 -1.300 -2.430
S -1.086 3.129 0.848
C -0.822 4.328 1.986
N 0.358 4.905 2.237
C 0.251 6.038 3.154
C -1.225 5.971 3.597
N -1.744 4.855 2.805
H 1.196 4.692 1.722
H 0.480 6.969 2.635
H 0.937 5.932 3.993
H -1.762 6.891 3.369
H -1.324 5.766 4.662
H -2.727 4.700 2.670
*
```

Computed properties:
**Energy above the lowest of the compared OMol25 structures with the same formula, charge and spin**: 28.48 kcal per mole
**⟨S²⟩**: 0.751
**HOMO energy (alpha / beta)**: -0.45619 / -0.45609 hartree

Mulliken atomic charge list, values in e, 5 entries: Yb 0.48; C -0.78; C -0.70; C -0.28; C 0.44

6.
The following is a quantum chemistry calculation of a cluster of 2 separate species, C8H23N4 in total at a distorted geometry, from the Open Molecules 2025 dataset.

ORCA input file:
```
! RIJCOSX wB97M-V def2-TZVPD def2/J DEFGRID3
* xyz 1 1
C 1.399 3.481 -1.630
C 1.009 -0.610 3.421
C -1.226 -2.661 0.277
C -0.004 2.936 -1.393
C 0.581 -1.390 2.183
C 0.022 1.414 -1.228
C -1.354 0.876 -0.819
C -0.514 -0.623 1.431
N -1.823 -1.224 -1.807
N 1.116 -1.758 -1.010
N -1.389 -0.588 -0.817
N -0.882 -1.261 0.182
H 2.043 3.284 -0.776
H 1.845 3.028 -2.513
H 1.359 4.556 -1.784
H 1.406 0.366 3.156
H 0.170 -0.469 4.099
H 1.783 -1.157 3.952
H -0.330 -3.259 0.406
H -1.884 -2.817 1.135
H -1.732 -2.974 -0.633
H -0.429 3.398 -0.498
H -0.643 3.201 -2.240
H 0.223 -2.369 2.492
H 1.433 -1.522 1.517
H 0.321 0.957 -2.175
H 0.770 1.150 -0.478
H -2.097 1.208 -1.550
H -1.650 1.267 0.156
H -1.401 -0.551 2.077
H -0.129 0.378 1.252
H -2.159 -0.642 -2.567
H 0.708 -2.111 -1.871
H 1.747 -1.010 -1.280
H 1.713 -2.504 -0.668
*
```

Computed properties:
**Energy above the lowest of the compared OMol25 structures with the same formula, charge and spin**: 1.93 kcal per mole
**HOMO energy (alpha / beta)**: -0.47321 / -0.47320 hartree

Mulliken atomic charge list, values in e, 5 entries: C -1.34; C -1.43; C -0.88; C -0.56; C -0.10